(1)
The following is a DFT calculation (wB97M-V/def2-TZVPD) of a structure of composition C46H39BrN5O3S2W in a non-equilibrium geometry.

```
! wB97M-V def2-TZVPD RIJCOSX def2/J DEFGRID3
* xyz 1 1
W -0.21964 -0.16628 -0.19152
C -0.54790 5.63530 0.44289
S -1.49784 4.13911 0.77967
C -0.42579 2.75392 0.27314
S -1.11241 1.44641 1.41329
N 0.62761 1.94409 -1.97649
N 0.75560 0.69771 -1.94617
C 1.57037 -0.06268 -2.68285
C 1.58287 -1.41960 -2.33762
C 2.35673 -2.38327 -3.03224
C 2.26982 -3.69767 -2.67671
C 1.41181 -4.09598 -1.62841
C 0.70995 -3.13339 -0.96636
N 0.80580 -1.81163 -1.27701
H -1.24388 6.45059 0.63405
H -0.22192 5.71056 -0.59113
H 0.30190 5.75165 1.11156
H 2.15037 0.38257 -3.47534
H 2.99011 -2.05516 -3.84286
H 2.85156 -4.43640 -3.20950
H 1.30182 -5.13157 -1.34644
H 0.03434 -3.38273 -0.15752
O -1.74201 -1.21910 -0.28333
C -3.13788 -1.29084 -0.75113
C -3.12038 -0.48374 -2.05194
C -2.54959 0.89894 -2.00074
C -3.04838 1.87955 -2.76240
C -2.40027 3.17862 -2.78445
C -1.30433 3.40710 -2.07336
C -0.67797 2.32905 -1.26176
C 1.02163 3.07692 0.62362
C 2.07270 1.93668 0.57404
O 1.34855 0.69600 0.40654
C 2.86048 1.87743 1.89524
C 3.51798 0.70218 2.24040
C 4.27891 0.61190 3.39183
C 4.42489 1.71741 4.21698
C 3.81270 2.90605 3.86240
C 3.03939 2.98740 2.71190
C 3.13130 2.04572 -0.51995
C 3.59962 3.28207 -0.95822
C 4.65268 3.36513 -1.85332
C 5.27811 2.21346 -2.31011
C 4.84621 0.98257 -1.84877
C 3.78528 0.90299 -0.95966
N -1.43786 1.12609 -1.20221
C -3.45226 -2.73102 -1.14227
C -4.75804 -3.21117 -1.10922
C -5.05010 -4.48633 -1.57114
C -4.04596 -5.29684 -2.07606
C -2.74970 -4.81126 -2.14566
C -2.46295 -3.53247 -1.69698
C -4.03183 -0.75096 0.35215
C -4.49808 0.55783 0.34099
C -5.28530 1.03603 1.38139
C -5.61529 0.21402 2.44263
C -5.15996 -1.09911 2.46149
C -4.37528 -1.57275 1.42597
H -4.13637 -0.43871 -2.44615
H -2.53257 -1.07156 -2.76764
H -3.91504 1.67833 -3.37317
H -2.81397 3.96688 -3.39769
H -0.77103 4.34343 -2.13414
H 0.95668 3.42810 1.65148
H 1.35883 3.91336 0.01276
H 3.45028 -0.15212 1.58715
H 4.77377 -0.31846 3.63913
H 5.02185 1.65542 5.11593
H 3.93354 3.78347 4.48212
H 2.59804 3.94244 2.46686
H 3.16100 4.20305 -0.60119
H 4.99110 4.33630 -2.18605
H 6.10349 2.28002 -3.00399
H 5.33988 0.07733 -2.17660
H 3.47605 -0.06882 -0.59732
H -5.55571 -2.59300 -0.72397
H -6.06960 -4.84391 -1.53439
H -4.27599 -6.29264 -2.42844
H -1.96193 -5.42250 -2.56554
H -1.45996 -3.14672 -1.80433
H -4.25577 1.22648 -0.47019
H -5.63423 2.05909 1.35538
H -6.22947 0.58733 3.25034
H -5.42099 -1.75461 3.28094
H -4.02749 -2.59646 1.44934
O 2.36519 -3.57516 4.69896
C 1.81885 -2.91664 3.67201
C 2.49280 -2.63629 2.48219
C 1.82168 -1.94563 1.50768
N 0.53678 -1.53062 1.59872
C -0.08580 -1.81099 2.75591
Br -1.86805 -1.31630 2.98394
C 0.50501 -2.49128 3.80372
H 3.27961 -3.81790 4.51002
H 3.51997 -2.93031 2.32282
H 2.33699 -1.70116 0.59318
H -0.04569 -2.69036 4.70886
*
```

## Properties
molar mass	1037.7	g mol⁻¹
electronic energy	-5713.0716	Eh
LUMO	-4.35	eV
orbital gap	0.19486	hartree

Atomic partial charges in e from the Löwdin method, atoms 1 to 2: 1.795 -0.375

(2)
The following is a DFT calculation (wB97M-V/def2-TZVPD) of a structure of composition C49H49CeF3N7O6P in a non-equilibrium geometry.

```
! wB97M-V def2-TZVPD RIJCOSX def2/J DEFGRID3
* xyz 1 2
Ce 0.37192 0.59119 0.69845
O 0.12072 5.21942 5.02283
C -1.13984 4.87955 4.79693
O -2.08556 5.34360 5.35584
C -1.33154 3.84800 3.69866
C -2.56807 3.29910 3.26772
N -2.27744 2.31550 2.34440
N -0.92716 2.16964 2.15757
C -0.30801 3.08173 2.97161
C 1.14670 3.05348 2.85425
O 1.86239 3.75746 3.54599
O 1.53785 2.21117 1.92187
H 0.80514 4.70363 4.48967
H -3.58046 3.51341 3.62021
H -2.94588 1.65293 1.95500
C -2.82071 5.35529 -4.38412
C -3.73925 4.44277 -3.51570
C -4.63212 3.62455 -4.42815
C -4.62535 5.33828 -2.64097
C -2.92055 3.54676 -2.58526
C -2.02610 4.13918 -1.67679
C -1.32756 3.33872 -0.79365
N -1.32773 2.01231 -0.78131
C -2.14349 1.38626 -1.68853
C -2.95119 2.13194 -2.59765
C -2.19997 -0.04945 -1.66752
C -2.77109 -0.77648 -2.78360
C -2.97232 -2.16397 -2.68236
C -2.42738 -2.81283 -1.52570
C -1.91369 -2.04601 -0.51913
N -1.72044 -0.70409 -0.55562
C -3.75824 -2.94424 -3.68534
C -4.52612 -1.98523 -4.64183
C -2.81653 -3.83684 -4.52126
C -4.79217 -3.87272 -3.02560
H -3.42254 5.92783 -5.11484
H -2.06290 4.74237 -4.90720
H -2.29996 6.10220 -3.76938
H -5.18963 4.24107 -5.14835
H -5.39292 3.08156 -3.82490
H -4.07308 2.86429 -5.02636
H -5.31222 5.89055 -3.27914
H -4.06187 6.05961 -2.03114
H -5.24635 4.74082 -1.97159
H -1.91398 5.22219 -1.58449
H -0.65789 3.80110 -0.06301
H -3.64588 1.55491 -3.18195
H -3.06315 -0.21903 -3.66968
H -2.48564 -3.89574 -1.38101
H -1.66374 -2.54065 0.40471
H -3.85661 -1.48904 -5.36508
H -5.03654 -1.20166 -4.07455
H -5.27408 -2.55450 -5.21248
H -1.98739 -3.23724 -4.93004
H -3.33003 -4.28453 -5.36581
H -2.37246 -4.63670 -3.89719
H -5.58848 -3.32163 -2.44345
H -4.30663 -4.56337 -2.31702
H -5.37310 -4.44856 -3.77806
O -2.17010 -0.55979 2.07691
N -0.75762 -0.89536 2.33578
C -0.73984 -1.53967 3.44180
C 0.32412 -2.35918 3.98249
C -0.16925 -3.33019 4.90428
C 0.68411 -4.07763 5.68432
C 2.08118 -3.96514 5.45037
C 2.56434 -3.07722 4.48855
C 1.71063 -2.24993 3.72562
P 2.42120 -0.99682 2.61955
C 3.27973 0.01773 3.84810
C 4.65516 0.27962 3.88238
C 5.15793 1.18723 4.79968
C 4.36766 1.75901 5.77952
C 2.97154 1.53712 5.71764
C 2.46441 0.67466 4.76259
C 3.74497 -1.84522 1.68208
C 4.68477 -1.02264 1.00977
C 5.70274 -1.58199 0.22255
C 5.74415 -2.96685 0.03966
C 4.80056 -3.78086 0.67995
C 3.78597 -3.23089 1.48538
H -2.27845 -0.65285 1.10452
H -1.64298 -1.60636 4.04836
H -1.26029 -3.41635 4.98247
H 0.28545 -4.69875 6.49933
H 2.81013 -4.57701 6.02310
H 3.63133 -2.98077 4.36207
H 5.35097 -0.26799 3.24429
H 6.22109 1.40278 4.80090
H 4.77844 2.40436 6.56010
H 2.27315 2.02334 6.42429
H 1.39241 0.51908 4.68801
H 4.61731 0.04851 1.15430
H 6.47926 -0.95201 -0.22750
H 6.49029 -3.40056 -0.63378
H 4.79640 -4.86038 0.50697
H 3.05823 -3.88600 1.95817
F 3.29515 1.89122 -1.61404
C 1.92168 1.96484 -1.33686
F 1.59641 3.30885 -1.20797
F 1.25314 1.68289 -2.56359
N 4.89591 -0.75851 -3.63166
C 4.27338 -1.98297 -3.74665
O 4.58755 -2.76659 -4.62187
C 3.16185 -2.23180 -2.79429
C 2.65517 -3.54954 -2.71032
C 1.70140 -3.79413 -1.73830
C 1.24166 -2.75381 -0.90755
N 1.66018 -1.46613 -1.03674
C 2.57545 -1.23582 -2.00149
H 5.66392 -0.54300 -4.24353
H 4.76851 -0.14189 -2.84458
H 3.06149 -4.34564 -3.35720
H 1.28090 -4.79898 -1.62611
H 0.51649 -2.94729 -0.12629
H 2.92697 -0.20663 -2.07446
*
```

## Properties
molar mass	1060.1	g mol⁻¹
electronic energy	-3847.3442	Eh
LUMO (alpha / beta)	-3.59 / -3.59	eV
orbital gap (alpha / beta)	0.24708 / 0.24709	hartree

Atomic partial charges in e from the Löwdin method, atoms 1 to 2: 1.162 0.127

Computed energy relative to the best compared isomer or geometry (same formula, charge and spin) (kJ/mol) in order:
396.8 0.0